[1]
88
Properties=species:S:1:pos:R:3:forces:R:3:lowdin_charge:R:1 method="wB97M-V/def2-TZVPD" charge=+1 homo_energy_ev="-9.52 / -9.52" max_force_ev_per_a=6.176 molar_mass_g_mol=813.64 homo_lumo_gap_ev="2.972 / 2.960"
Bi 0.1670 -1.6402 1.5632 2.04 -0.16 0.20 1.325
P -5.5985 -2.7444 -2.1895 -1.56 -0.57 -0.46 0.762
P -2.8315 -2.6462 -3.0906 0.21 0.01 -1.18 0.798
O 2.3197 -0.4557 1.8803 0.21 -1.57 0.18 -0.277
O 2.4512 -2.6691 2.1951 0.05 1.90 0.44 -0.139
O 6.8296 -3.5093 5.2402 0.84 1.88 -1.64 0.080
O 8.4428 0.8913 1.0616 -2.48 -0.54 0.28 0.094
O 8.6432 -2.4994 4.4973 -2.50 -0.26 0.02 0.081
O 6.4840 1.3742 0.1962 1.17 -1.29 1.72 0.055
N 7.4044 -2.6660 4.5172 1.80 -1.74 1.99 -0.311
N 7.2055 0.7458 1.0083 1.55 2.13 -2.20 -0.310
C -1.0431 2.8535 2.1736 -1.67 -1.15 2.44 -0.068
C 1.6835 1.4004 -1.3390 0.13 -0.75 0.45 -0.090
C 4.4838 -1.3441 2.5054 0.98 -0.10 0.01 -0.083
C 0.1509 3.4540 1.6939 5.63 -0.23 0.28 -0.144
C -0.1149 -0.2533 -2.1096 -0.20 -0.69 -0.53 -0.225
C -6.3466 -1.3866 -3.2038 0.16 0.26 0.14 -0.313
C 1.2455 2.7946 2.3437 -1.17 4.24 -4.34 -0.145
C -1.1674 2.4284 -1.4090 -1.29 0.36 -0.62 -0.111
C -3.9721 -3.4943 -4.3182 0.34 0.10 0.10 -0.422
C -7.2256 -3.5130 -1.7795 -0.10 -0.08 0.18 -0.340
C -1.5839 -3.9851 -2.9469 0.12 -0.03 0.05 -0.296
C 6.6209 -1.8388 3.6296 -1.57 0.75 -1.26 -0.107
C 0.1908 4.6606 0.8346 0.13 0.72 -0.29 -0.019
C -2.0264 -1.5834 -4.3575 0.43 0.14 -0.03 -0.288
C -0.6934 1.9761 3.2256 0.10 -0.32 0.11 -0.214
C 5.2302 -2.0821 3.4594 0.13 0.14 0.05 0.108
C -5.2880 -3.8667 -3.6567 0.07 -0.11 0.46 -0.455
C 2.9991 -1.5202 2.2028 -1.00 -0.44 -0.49 -0.609
C 1.2298 2.6577 -2.0109 -0.05 0.37 0.10 -0.179
C -1.7807 1.3199 -0.9827 0.20 0.02 0.52 -0.092
C -1.3937 -0.1048 -1.2429 0.10 0.40 -0.34 -0.217
C 5.1864 -0.4412 1.7002 0.36 0.46 0.17 0.074
C 2.6854 2.9834 2.1147 0.75 0.31 0.14 -0.007
C 6.5667 -0.1979 1.8884 -1.37 -1.14 0.99 -0.108
C 1.4504 1.1770 4.3595 0.26 0.97 0.18 0.030
C 0.7097 1.9467 3.3384 -3.09 -2.54 1.65 -0.095
C -2.4220 3.2325 1.8037 -0.06 -0.50 0.12 0.030
C 1.1503 0.1720 -1.4215 0.18 -0.18 0.68 -0.123
C -0.2050 2.6451 -2.5462 0.36 0.52 -0.48 -0.185
C -1.6173 1.2869 4.1419 -0.62 -0.61 0.36 -0.044
C 7.2962 -0.8656 2.8788 -0.66 -0.31 -0.66 0.114
H -2.6459 4.2526 2.1699 0.23 -0.24 -0.20 0.136
H -0.6618 -3.6018 -2.4897 -0.18 -0.20 -0.08 0.023
H -7.8356 -3.6389 -2.6866 0.05 0.00 0.32 0.039
H 2.8610 3.8069 1.4046 0.09 -0.45 0.24 0.091
H 1.2910 3.4584 -1.2485 0.12 -0.24 -0.43 0.090
H -1.2571 1.3682 5.1800 -0.25 -0.08 -0.32 0.091
H -2.6118 1.7501 4.0938 0.23 -0.29 0.18 0.082
H 1.5868 0.1333 4.0383 -0.06 0.35 -0.03 0.087
H -1.5349 3.3955 -1.0253 -0.12 -0.63 -0.18 0.086
H -1.4579 -2.2068 -5.0607 -0.15 0.28 -0.06 0.055
H -7.0601 -4.4902 -1.3107 -0.11 0.16 -0.08 0.032
H 8.3590 -0.7124 2.9769 0.03 0.04 0.12 0.135
H -5.5763 -0.7445 -3.6419 -0.12 -0.01 -0.03 0.022
H 0.9022 1.1803 5.3074 0.00 -0.13 -0.17 0.103
H 4.7352 -2.8373 4.0786 0.31 0.23 -0.26 0.139
H -2.7786 -0.9874 -4.8900 0.13 -0.23 0.09 0.045
H -1.3744 -4.3851 -3.9483 0.13 -0.01 0.32 0.040
H -5.2573 -4.8970 -3.2823 -0.04 0.11 -0.06 0.077
H -1.2396 -0.6172 -0.2610 -0.01 0.31 -0.35 -0.027
H 1.2150 5.0817 0.7838 -0.63 -0.26 -0.03 0.096
H -0.1622 4.4612 -0.1928 0.21 0.20 0.53 0.061
H -2.5565 3.2072 0.7173 0.09 0.33 0.20 0.073
H -3.1467 2.5443 2.2515 0.15 0.23 -0.09 0.095
H -0.4718 5.4570 1.2517 0.43 -0.52 -0.23 0.112
H -0.3311 2.0062 -3.4436 0.03 0.19 0.88 0.116
H -7.7506 -2.8721 -1.0633 -0.04 -0.16 -0.11 0.030
H -2.2678 -0.6506 -1.6428 0.45 0.10 -0.09 0.049
H 2.5256 1.5242 -0.6429 -0.08 -0.13 -0.54 0.096
H -1.9978 -4.7775 -2.3095 0.20 0.11 -0.15 0.041
H -1.7063 0.2109 3.8928 -0.05 0.45 0.23 0.059
H -6.9721 -0.7738 -2.5450 0.09 0.00 -0.18 0.033
H -3.4404 -4.3668 -4.7166 -0.18 0.14 -0.07 0.073
H 1.6276 -0.6868 -0.8987 -0.07 0.93 -0.16 0.068
H 3.2365 3.2139 3.0608 -0.42 -0.11 -0.64 0.110
H 2.4272 1.6540 4.5205 -0.12 -0.44 -0.04 0.102
H -6.1321 -3.7764 -4.3530 0.13 -0.17 0.20 0.073
H 3.1272 2.0417 1.7287 -0.17 0.42 0.10 0.083
H 1.9051 2.9597 -2.8204 0.13 -0.17 0.18 0.126
H 4.6574 0.1079 0.9213 0.24 -0.16 0.20 0.122
H -0.2276 0.2685 -3.0763 -0.03 -0.41 0.75 0.086
H -1.3455 -0.8872 -3.8682 -0.20 -0.24 -0.44 -0.022
H -2.6551 1.4300 -0.3292 0.44 -0.01 0.00 0.100
H -4.1256 -2.7997 -5.1546 -0.02 -0.13 0.25 0.073
H -6.9702 -1.8196 -4.0022 0.19 0.24 0.26 0.043
H -0.0194 -1.3286 -2.3625 0.03 0.52 0.15 0.097
H -0.4035 3.6514 -2.9603 0.04 -0.28 0.32 0.122

=====

[2]
85
Properties=species:S:1:pos:R:3:forces:R:3:lowdin_charge:R:1 method="wB97M-V/def2-TZVPD" charge=+2 homo_energy_ev=-11.88 max_force_ev_per_a=2.427 molar_mass_g_mol=658.66 homo_lumo_gap_ev=5.792 e_above_lowest_ev=1.982
Br 1.2130 -1.9966 0.6962 0.58 0.03 0.59 0.884
Ca 0.4586 3.1405 -0.0682 0.87 0.88 0.74 1.456
P -0.9627 -3.6050 -0.6983 0.60 1.97 -0.81 0.989
P 4.1695 0.8650 0.2131 2.32 -0.71 0.07 0.993
O 1.8534 0.8639 3.6082 -1.53 0.63 0.08 0.046
N -5.1020 4.9899 -2.7405 -0.82 -0.10 -0.26 0.062
N 0.5008 0.7491 5.4256 -0.14 0.39 -0.64 0.197
N -1.0078 3.3172 1.7570 0.25 0.57 1.90 -0.089
C -0.6029 2.2922 -1.9855 -1.80 -1.25 -0.90 -0.215
C -2.6263 3.9588 -1.9802 -0.09 0.74 -0.60 -0.219
C -4.5895 5.3197 -1.5672 0.65 0.25 0.45 -0.143
C -1.7342 1.4858 3.7450 -0.17 0.53 -0.48 0.032
C 0.3512 -1.3359 -1.9271 0.59 0.25 -0.37 -0.153
C -1.3718 -5.7668 1.1821 -0.25 -0.41 -0.17 -0.104
C -4.4041 4.2368 -3.5878 0.36 0.30 0.08 -0.123
C 4.6931 -1.3162 -1.5233 0.02 0.05 -0.06 -0.143
C -0.2415 -1.8509 -0.6628 -1.26 -0.18 -0.20 -0.798
C -0.0647 2.6359 2.4504 -1.42 -0.03 -0.03 -0.121
C -3.7409 -2.9601 -0.7713 -0.28 0.12 0.26 -0.111
C -0.4643 0.9274 -1.5400 1.15 1.75 0.41 -0.297
C -0.3960 1.6868 3.4108 0.46 0.47 -0.25 -0.106
C 3.6870 -0.2031 -1.2046 -0.59 0.29 -0.17 -0.463
C -1.2259 0.4171 -0.4475 -0.59 -0.64 0.34 -0.056
C -1.5356 3.1686 -1.3957 0.61 0.65 0.02 -0.222
C 3.4545 3.5486 0.3169 -0.03 0.23 -0.02 -0.165
C 4.0179 -0.2683 1.6809 -0.77 -0.02 0.06 -0.442
C -2.6734 2.3676 3.2028 0.03 0.25 -0.02 0.009
C -1.2559 -0.9087 -0.1369 -0.06 0.95 1.05 -0.171
C 0.7493 1.0639 4.1182 1.39 -0.94 1.21 -0.455
C 0.1838 -4.4763 -1.7538 0.24 -0.85 -0.01 -0.324
C -3.3351 4.8816 -1.1671 0.58 -0.54 0.09 -0.039
C -0.1351 -4.5467 -3.2542 -0.20 0.07 -0.37 -0.116
C 0.3677 -0.0012 -2.2296 -0.05 -1.26 -0.17 -0.053
C 5.3579 -0.7523 2.2473 0.14 0.03 -0.08 -0.152
C 2.8554 2.1308 0.3559 -0.47 0.03 -0.08 -0.522
C -2.4950 -3.3135 -1.5963 -0.43 -0.57 -0.01 -0.308
C -1.0329 -4.2838 0.9654 0.21 -0.30 0.90 -0.358
C -3.1385 3.7304 -3.2786 0.16 -0.08 -0.01 -0.006
C -2.2659 3.3115 2.2559 0.40 -0.24 -0.46 -0.074
H 4.6245 -2.1501 -0.8144 0.10 0.24 -0.02 0.069
H 2.1838 1.9400 -0.5107 0.34 -0.38 0.29 0.017
H -2.2650 -2.4985 -2.2929 0.10 -0.24 -0.01 0.104
H 2.3888 1.9173 1.3283 -0.26 -0.04 -0.27 0.040
H 5.7236 -0.9352 -1.5482 -0.26 -0.12 0.15 0.077
H -2.8766 5.2497 -0.2306 -0.44 -0.40 -0.43 0.104
H -0.3002 1.1591 5.8879 0.29 -0.17 0.06 0.112
H 5.1829 -1.6124 2.9050 0.07 0.19 -0.10 0.075
H 0.9683 2.9492 2.2646 -0.08 -0.60 0.19 0.105
H 0.7874 -4.8291 -3.7920 -0.52 0.04 0.21 0.097
H 0.9794 0.3529 -3.0630 -0.27 -0.19 0.11 0.133
H -3.8688 -1.8635 -0.6859 0.08 -0.66 -0.03 0.079
H 4.4914 -1.7230 -2.5208 -0.03 0.03 0.17 0.072
H -0.9171 -5.2891 -3.4675 0.34 0.15 0.04 0.085
H 0.9764 -2.0228 -2.5099 -0.24 0.37 0.21 0.108
H 5.8654 0.0229 2.8367 -0.16 -0.14 -0.23 0.075
H -2.6504 -4.2267 -2.1893 -0.14 0.26 0.09 0.099
H -0.0335 -4.1206 1.4091 -0.38 0.05 -0.53 0.036
H -2.5722 3.1874 -4.0572 -0.43 0.01 0.75 0.121
H -2.4437 -5.9987 1.1237 0.27 0.22 -0.12 0.083
H -1.6942 3.1243 -0.2960 -0.49 -0.65 -0.86 0.026
H 3.4409 0.2506 2.4667 0.35 -0.35 -0.45 0.039
H 6.0456 -1.0722 1.4560 -0.10 0.04 0.14 0.062
H 1.3076 0.5205 5.9876 -0.08 -0.11 0.04 0.131
H 3.6424 3.8971 -0.7095 0.05 -0.17 0.28 0.090
H -0.8486 -6.4237 0.4772 -0.07 0.12 0.18 0.071
H -4.8864 4.0327 -4.5558 0.37 0.11 0.47 0.121
H -1.8992 -1.2321 0.7001 0.40 0.12 -0.49 0.114
H -1.8211 1.1305 0.1354 -0.23 -0.57 -0.37 0.109
H -4.6254 -3.3784 -1.2717 0.23 0.23 0.24 0.089
H 0.2410 -5.4872 -1.3226 0.29 0.16 -0.27 0.097
H -2.9066 4.1164 1.8703 -0.03 -0.79 0.01 0.128
H -1.6974 -3.6772 1.5865 -0.06 0.19 -0.23 0.094
H -0.0393 2.5593 -2.8920 -0.76 -0.15 -0.13 0.135
H 3.4057 -1.1359 1.3644 0.49 0.47 0.27 -0.035
H 2.6762 -0.6026 -1.0353 0.44 0.03 -0.20 -0.008
H -3.7151 2.3578 3.5182 0.26 -0.05 -0.04 0.130
H -3.7007 -3.3845 0.2466 -0.11 0.14 -0.39 0.070
H -5.1632 5.9625 -0.8767 0.14 -0.28 -0.68 0.121
H 1.1533 -3.9887 -1.6149 -0.03 -0.19 0.26 0.081
H 2.8422 4.3149 0.8295 -0.03 -0.07 -0.08 0.065
H -1.0449 -6.0414 2.1949 -0.08 0.08 -0.35 0.092
H 4.4169 3.5474 0.8474 -0.29 0.05 -0.18 0.080
H -0.4882 -3.5888 -3.6727 0.25 -0.31 0.23 0.074
H -2.0248 0.7047 4.4431 0.02 0.17 -0.10 0.136
H 3.6282 0.4816 -2.0653 0.00 -0.13 0.10 0.077

=====

Number 1: total energy -2666.4585 Eh. Number 2: total energy -5382.1140 Eh.